(1)
Molecular formula: C43H35ClN4O4PtS3
Method: DFT, ωB97M-V/def2-TZVPD

Output
Lowest unoccupied orbital energy = -0.05 eV
HOMO-LUMO gap = 8.034 eV

ORCA input file:
```
! wB97M-V def2-TZVPD RIJCOSX def2/J DEFGRID3
* xyz 0 1
Pt 2.479 1.201 -0.338
C -4.152 -0.996 -5.758
C -2.898 -0.913 -4.932
C -2.031 -2.003 -4.848
C -0.868 -1.933 -4.102
C -0.576 -0.761 -3.420
C -1.401 0.347 -3.512
C -2.564 0.261 -4.266
S 0.926 -0.623 -2.453
O 1.995 -1.311 -3.221
C 0.472 -1.822 -1.159
C 1.200 -3.032 -1.189
C 0.960 -3.994 -0.258
C -0.032 -3.808 0.737
C -0.318 -4.815 1.691
C -1.309 -4.641 2.614
C -2.061 -3.447 2.622
C -1.796 -2.454 1.724
C -0.765 -2.599 0.763
C -0.469 -1.576 -0.192
C -1.319 -0.347 -0.218
C -2.626 -0.481 -0.790
C -3.082 -1.715 -1.323
C -4.326 -1.821 -1.872
C -5.185 -0.702 -1.924
C -4.773 0.497 -1.424
C -3.487 0.637 -0.846
C -3.042 1.880 -0.339
C -1.803 2.005 0.206
C -0.949 0.884 0.280
S 0.627 1.254 1.104
O 0.482 2.623 1.624
C 0.488 0.206 2.542
C 1.340 -0.852 2.793
C 1.201 -1.561 3.979
C 0.239 -1.212 4.917
C 0.100 -1.982 6.199
C -0.596 -0.127 4.646
C -0.483 0.580 3.465
H -4.557 -2.008 -5.760
H -3.952 -0.719 -6.795
H -4.918 -0.320 -5.378
H -2.276 -2.918 -5.376
H -0.182 -2.770 -4.048
H -1.130 1.265 -3.004
H -3.223 1.119 -4.330
H 1.954 -3.147 -1.957
H 1.518 -4.923 -0.273
H 0.258 -5.732 1.665
H -1.527 -5.420 3.334
H -2.851 -3.316 3.351
H -2.375 -1.540 1.742
H -2.426 -2.575 -1.306
H -4.654 -2.768 -2.281
H -6.169 -0.800 -2.366
H -5.421 1.365 -1.462
H -3.701 2.737 -0.397
H -1.448 2.948 0.598
H 2.087 -1.139 2.068
H 1.852 -2.407 4.167
H 0.441 -3.010 6.077
H -0.937 -2.001 6.537
H 0.696 -1.525 6.992
H -1.353 0.158 5.368
H -1.125 1.428 3.264
S 3.596 -0.757 0.236
C 4.764 -0.096 1.287
N 4.785 1.221 1.634
C 5.703 1.733 2.465
C 6.664 0.923 2.993
C 6.603 -0.424 2.609
N 5.698 -0.923 1.799
H 4.075 1.885 1.267
H 5.602 2.792 2.659
H 7.419 1.296 3.665
H 7.336 -1.130 2.988
C -0.156 5.521 -2.305
N 0.942 5.032 -1.489
C 1.798 5.879 -0.847
C 2.793 5.432 -0.068
C 2.971 4.003 0.089
O 3.880 3.520 0.780
N 2.089 3.198 -0.583
C 1.054 3.652 -1.338
O 0.228 2.917 -1.862
H -0.023 6.589 -2.463
H -1.114 5.340 -1.816
H -0.162 5.006 -3.263
H 1.619 6.933 -1.012
H 3.468 6.102 0.438
Cl 4.185 1.530 -1.817
*
```



(2)
Molecular formula: C16H37Cl3IN3O3PdSi4
Method: DFT, ωB97M-V/def2-TZVPD

Output
Lowest unoccupied orbital energy (alpha / beta) = -9.33 / -9.33 eV
HOMO-LUMO gap (alpha / beta) = 4.746 / 4.741 eV

ORCA input file:
```
! wB97M-V def2-TZVPD RIJCOSX def2/J DEFGRID3
* xyz 2 1
Pd 1.232 0.226 0.188
Cl 4.080 1.157 -2.377
C 3.851 -0.259 -1.378
Cl 5.005 -1.505 -1.766
Cl 4.038 0.245 0.366
C 2.392 -0.827 -1.481
O 1.592 -0.220 -2.198
O 2.143 -1.830 -0.760
N 2.778 -2.419 2.023
C 2.213 -1.474 2.757
O 1.538 -0.536 2.284
C 2.446 -1.518 4.238
I 0.754 -2.294 5.271
H 2.717 -2.382 1.005
H 3.346 -3.127 2.459
H 2.602 -0.508 4.608
H 3.283 -2.155 4.505
C -3.804 -0.046 1.429
Si -2.146 0.800 1.568
C -1.348 0.618 3.227
C -2.159 2.532 0.892
Si -0.846 -0.529 -0.124
Si -1.416 -3.039 -0.006
C -3.206 -3.234 -0.431
C -1.002 -3.217 1.795
C -0.242 -3.879 -1.162
Si -1.506 -0.007 -2.585
C -3.347 0.091 -2.328
C -0.710 1.658 -2.808
C -0.974 -1.383 -3.701
H -4.541 0.595 1.919
H -3.811 -1.001 1.950
H -4.143 -0.191 0.406
H -1.717 1.404 3.891
H -0.267 0.709 3.177
H -1.587 -0.342 3.685
H -2.894 3.105 1.464
H -2.460 2.576 -0.153
H -1.187 3.005 1.006
H -3.876 -2.536 0.062
H -3.473 -4.238 -0.087
H -3.376 -3.204 -1.505
H -1.762 -2.780 2.441
H -0.042 -2.782 2.055
H -0.947 -4.288 2.009
H -0.669 -3.985 -2.157
H -0.051 -4.881 -0.768
H 0.713 -3.367 -1.236
H -3.639 0.914 -1.679
H -3.789 -0.832 -1.962
H -3.784 0.288 -3.311
H -1.187 2.419 -2.193
H -0.848 1.936 -3.858
H 0.358 1.627 -2.613
H -1.623 -2.251 -3.595
H 0.059 -1.662 -3.529
H -1.062 -1.034 -4.733
C 1.753 5.234 -1.362
N 2.436 4.272 -0.496
C 3.814 4.544 -0.075
C 1.813 3.255 -0.016
N 1.263 2.326 0.422
H 1.597 6.171 -0.828
H 0.795 4.825 -1.671
H 2.371 5.410 -2.240
H 3.839 5.417 0.577
H 4.417 4.727 -0.962
H 4.204 3.677 0.452
*
```



(3)
Molecular formula: C3H7FO3
Method: DFT, ωB97M-V/def2-TZVPD

Output
Lowest unoccupied orbital energy = 0.63 eV
HOMO-LUMO gap = 9.583 eV

ORCA input file:
```
! wB97M-V def2-TZVPD RIJCOSX def2/J DEFGRID3
* xyz 0 1
C -0.791 -1.325 1.149
C -0.624 -0.901 -0.276
C 0.468 0.785 -0.447
O 0.630 0.969 -1.755
O 1.662 0.750 0.358
O -0.355 1.866 0.160
F 0.362 -1.669 -0.870
H -1.702 -0.991 1.570
H -0.032 -0.840 1.728
H -0.703 -2.394 1.321
H -1.369 -0.855 -0.987
H 1.405 0.475 -2.171
H 1.791 1.686 0.747
H -0.742 2.442 -0.527
*
```



(4)
Molecular formula: C4H6O2
Method: DFT, ωB97M-V/def2-TZVPD

Output
Lowest unoccupied orbital energy = 0.87 eV
HOMO-LUMO gap = 10.722 eV

ORCA input file:
```
! wB97M-V def2-TZVPD RIJCOSX def2/J DEFGRID3
* xyz 0 1
C -1.322 -0.683 -0.600
C -0.715 -0.405 0.751
O -1.348 -0.526 1.775
C 0.755 -0.024 0.847
C 1.417 0.926 -0.045
O 0.992 1.314 1.255
H -0.916 -1.628 -0.983
H -2.404 -0.783 -0.492
H -1.087 0.094 -1.334
H 1.361 -0.762 1.372
H 0.860 1.376 -0.864
H 2.493 0.860 -0.200
*
```



Copy entry 3 word for word.
Molecular formula: C3H7FO3
Method: DFT, ωB97M-V/def2-TZVPD

Output
Lowest unoccupied orbital energy = 0.63 eV
HOMO-LUMO gap = 9.583 eV

ORCA input file:
```
! wB97M-V def2-TZVPD RIJCOSX def2/J DEFGRID3
* xyz 0 1
C -0.791 -1.325 1.149
C -0.624 -0.901 -0.276
C 0.468 0.785 -0.447
O 0.630 0.969 -1.755
O 1.662 0.750 0.358
O -0.355 1.866 0.160
F 0.362 -1.669 -0.870
H -1.702 -0.991 1.570
H -0.032 -0.840 1.728
H -0.703 -2.394 1.321
H -1.369 -0.855 -0.987
H 1.405 0.475 -2.171
H 1.791 1.686 0.747
H -0.742 2.442 -0.527
*
```



Number 2 is which compound? C16H37Cl3IN3O3PdSi4



Number 3 is which compound? C3H7FO3



Please write out number 3 again, unchanged.
Molecular formula: C3H7FO3
Method: DFT, ωB97M-V/def2-TZVPD

Output
Lowest unoccupied orbital energy = 0.63 eV
HOMO-LUMO gap = 9.583 eV

ORCA input file:
```
! wB97M-V def2-TZVPD RIJCOSX def2/J DEFGRID3
* xyz 0 1
C -0.791 -1.325 1.149
C -0.624 -0.901 -0.276
C 0.468 0.785 -0.447
O 0.630 0.969 -1.755
O 1.662 0.750 0.358
O -0.355 1.866 0.160
F 0.362 -1.669 -0.870
H -1.702 -0.991 1.570
H -0.032 -0.840 1.728
H -0.703 -2.394 1.321
H -1.369 -0.855 -0.987
H 1.405 0.475 -2.171
H 1.791 1.686 0.747
H -0.742 2.442 -0.527
*
```